(1)
Computed, not measured: a gas-phase ion, C21H22F6N (charge +1) at a distorted geometry, with ωB97M-V/def2-TZVPD.

```
50
Properties=species:S:1:pos:R:3
C 2.3542 -2.1689 2.0512
C 1.2642 -1.3456 2.3896
C 5.0657 0.4473 1.7123
H 2.7654 -1.0021 4.7291
H 2.3323 -4.1493 5.5737
C -2.2705 -2.0528 2.0302
C 0.4630 -2.7234 6.7403
F -6.0993 -0.3231 2.0961
H -1.6650 -2.8447 4.8385
C 1.3454 -0.0109 1.9729
H -2.9164 1.7045 2.7662
C 3.6179 -1.6078 1.8727
H -0.0023 -2.9757 2.9871
C -1.5379 0.0617 2.9365
H 0.2464 -0.6857 4.7119
N 0.0933 -1.6880 4.5652
C -3.7292 -0.1420 1.9998
C 1.7755 -3.5941 4.8003
H 0.4555 0.5977 1.8324
H -1.9262 -1.0912 5.0597
H -1.6603 -2.6171 7.2617
H 4.5112 -2.2332 1.8553
H -0.7856 0.6715 3.4501
C 2.5827 0.5691 1.7086
H 2.4894 -3.3495 4.0095
H 2.2209 -3.2487 1.9321
C 3.7211 -0.2236 1.7685
F 5.4724 0.6826 0.4218
H 1.0719 -2.5007 7.6231
F 5.0434 1.6639 2.3469
H -0.8491 -1.0410 7.1913
C 2.2965 -1.3048 5.6728
H 3.0756 -1.7348 6.3184
H -2.0813 -3.1064 1.8149
F -5.2297 0.6296 0.3121
C -0.8922 -2.0401 6.7353
C 0.0322 -1.8930 3.1371
F -5.2333 1.6938 2.2353
H -4.2893 -2.0967 1.2726
C -3.5079 -1.4862 1.7216
C 1.1959 -2.3452 5.4302
H 0.9884 -4.2564 4.4116
C -1.2811 -1.2829 2.6446
H 2.6551 1.6367 1.5096
C -1.2413 -1.9233 5.2611
H 1.9041 -0.4067 6.1735
C -5.0637 0.4638 1.6650
C -2.7484 0.6497 2.5787
H 0.2930 -3.8069 6.7346
F 6.0422 -0.2984 2.3130
```

## Properties
HOMO level, eV: -12.914
Frontier orbital gap, eV: 9.84
Charge: +1
SMILES string: CC1(C)CCC[N@@H+]1C(c1ccc(C(F)(F)F)cc1)c1ccc(C(F)(F)F)cc1


(2)
Computed, not measured: a molecular structure, C21H22GeN3S4SbTa at a distorted geometry, with ωB97M-V/def2-TZVPD.

```
53
Properties=species:S:1:pos:R:3
N -0.2764 3.2392 0.0818
C 3.5811 -4.5459 0.3548
H -6.3524 0.4747 1.4320
H -4.5988 0.2743 1.5432
S 0.8733 0.2572 -1.3303
C 1.7123 -3.5601 1.4773
C -2.7076 -5.8016 2.2492
C 0.9441 3.6843 -0.2763
H -5.3073 1.8343 1.0426
Sb 2.8366 -0.2421 0.6567
C 0.2192 5.9544 -0.1430
C 4.1549 -4.8061 1.5945
H 1.7726 -3.5603 3.6460
S 3.3886 1.7516 1.3995
S -2.7520 -0.6317 -0.4609
C -3.1949 -5.4652 3.5165
C -6.4631 0.3286 -1.2365
H 3.9960 -4.5934 3.7341
H 2.2177 5.3408 -0.6912
N -5.3748 0.3063 -0.4022
C -1.0404 5.4947 0.2267
C -6.0696 -0.1716 -2.4389
H -1.3677 -5.2476 0.6897
H -3.2367 -3.9796 5.1207
C 1.2258 5.0284 -0.3961
C 2.2786 -3.8156 2.7226
C -1.2542 4.1384 0.3265
H -6.6328 -0.3196 -3.3457
H -7.4272 0.6940 -0.9225
C -1.8993 -3.4111 3.5609
H 0.4129 7.0156 -0.2319
H -4.1835 -0.8943 -3.0471
H 1.7062 2.9477 -0.4720
C -4.3244 -0.1927 -1.0738
H 4.0805 -4.8318 -0.5614
H 1.8795 -3.7520 -0.6812
N -4.7474 -0.4842 -2.3143
C -5.4000 0.7503 0.9850
C 2.3367 -3.9303 0.2858
C 3.5313 -4.4185 2.7733
H 5.0837 -5.3610 1.6388
H -1.5902 -2.5057 4.0654
C -2.8203 -4.2486 4.1574
H -0.3835 -2.5858 -0.2175
Ta -0.7486 0.8811 0.1521
H -1.8476 6.1826 0.4363
S 0.1189 -0.4505 1.9772
Ge -0.0606 -2.7077 1.2826
H -3.8396 -6.1628 4.0411
H -2.2280 3.7578 0.6133
C -1.7919 -4.9709 1.6483
C -1.4152 -3.7529 2.2961
H -2.9972 -6.7255 1.7662
```

## Properties
Energy relative to the best compared isomer or geometry (same formula, charge and spin), kJ/mol: 186.4
HOMO level (spin up / spin down), eV: -19.102 / -19.097
Frontier orbital gap (spin up / spin down), eV: 5.69 / 4.40
Charge: +4
Multiplicity: 2
Expectation value of S²: 0.768


(3)
Computed, not measured: a molecular structure, C21H22N10SV at a distorted geometry, with ωB97M-V/def2-TZVPD.

```
55
Properties=species:S:1:pos:R:3
C 0.4415 0.2815 -4.1715
N 0.0114 2.2036 0.0040
C -1.0503 -1.4756 -3.5257
C -2.2217 -2.9080 1.3278
C -1.4003 -1.7943 -1.0373
C -2.6929 -3.4374 0.1332
N 5.3458 -2.8682 -0.5148
H 1.3255 1.3434 -2.5080
C 0.6461 0.5552 -2.8238
H 4.5079 -3.4276 -0.5859
H -1.7129 -2.2884 -3.7806
C -3.6125 2.4250 0.4521
C 0.0769 3.5369 -0.0662
H -0.5704 -1.0169 -5.5617
N 1.8599 -0.2584 0.0675
S -1.5101 4.2549 0.0960
N 0.0317 -0.1332 -1.8646
C -1.3715 -1.8022 1.2852
C 0.5769 0.2279 4.3835
H -4.1998 2.8079 -1.6086
C -0.8107 -1.1279 -2.1984
N 0.0981 -0.1636 2.0871
H -2.5860 -3.3206 -2.0058
C -0.7565 -1.1438 2.4364
N 1.1800 4.2444 -0.2469
H 0.9403 0.8671 -4.9300
H -2.5144 -3.3509 2.2673
H -3.9029 2.8165 1.4351
C -0.3044 -0.7802 4.7546
H -3.3852 -4.2692 0.1393
H -1.6618 -2.2774 4.0382
H 1.1196 0.7894 5.1301
V 0.1883 0.3658 0.1127
C -2.1629 2.6289 0.2701
C 2.9846 -0.6588 -0.0017
C -2.2593 -2.8934 -1.0699
H -5.4766 3.1021 -0.4252
H -4.1742 4.2572 -0.5863
C 0.7560 0.5024 3.0310
C 5.3255 -1.5806 -0.2243
H 6.4217 0.1109 0.1184
H 1.4568 1.2704 2.7057
N 4.1592 -0.9457 -0.0212
H 2.0904 3.8251 -0.3954
H -0.4598 -1.0247 5.7959
N -1.2353 1.7292 0.1765
N 6.4281 -0.8717 -0.1146
H -3.8556 1.3590 0.4361
N -0.9973 -1.2504 0.1206
C -0.9834 -1.4819 3.7685
H 6.2259 -3.3530 -0.6498
H 1.1500 5.2562 -0.2669
C -4.4098 3.1932 -0.6125
H 7.3405 -1.2935 -0.2476
C -0.4084 -0.7591 -4.5253
```

## Properties
HOMO level (spin up / spin down), eV: -19.991 / -19.999
Frontier orbital gap (spin up / spin down), eV: 6.35 / 6.87
Charge: +4
Multiplicity: 2
Expectation value of S²: 0.764


(4)
Computed, not measured: C21H22N2O5 in the gas phase at a distorted geometry, with ωB97M-V/def2-TZVPD.

```
50
Properties=species:S:1:pos:R:3
H -2.3217 0.2395 3.2745
C -0.8626 -1.4824 1.2211
C 0.6315 -3.4925 -0.7719
N 3.4632 1.6561 -0.4599
O 2.5990 -2.3604 0.6201
H 1.0188 -3.9325 0.3435
C 2.1045 0.0362 -0.4686
H -4.8056 -2.4999 -0.3041
C -2.7653 2.9179 -1.6074
C 2.4578 2.5240 -1.0329
H -4.1994 0.5309 1.9851
C -4.0191 0.1657 0.8131
C -3.5104 1.3790 -0.0109
H 0.0345 -1.7202 1.7932
C -2.7549 -1.7788 0.0344
H 5.9021 1.0855 -0.9443
O -1.5581 -4.3970 -1.0904
C -1.8444 -0.5087 1.6572
H -3.6839 4.5089 -0.2748
C 5.9072 0.3871 -0.1029
H -2.3345 0.7725 -1.9688
C 1.0952 0.5626 -0.8121
C 1.9018 -1.5039 -0.2576
H -3.4788 -3.1250 -1.6038
C 5.9800 1.0944 1.3271
C -0.8540 -3.6485 -0.5344
C -3.4039 3.5863 -0.4649
H -2.1936 3.6217 -2.2627
O 4.5218 -0.4417 -0.3460
C -2.7925 1.6628 -1.2695
H 5.3439 1.7588 1.3721
O 1.1063 -2.0724 -0.9146
O -3.9477 2.5039 0.3475
H -3.9458 -1.5074 -1.5738
H 0.9056 -4.1920 -1.3041
H 2.7476 3.4512 -1.0073
N -2.9066 -0.7542 0.6423
C 3.3655 0.3933 -0.3724
H 0.5178 2.5298 -1.2693
H -0.0203 0.2028 -0.9220
C -1.3690 -2.2771 0.0856
C -1.5790 0.6637 2.2507
H 6.9617 1.5910 1.2117
C -3.8785 -2.1159 -0.9626
H -0.5586 0.5882 2.9221
C 1.1557 1.9954 -1.1178
H 5.6383 0.4522 2.1011
H 6.6482 -0.3113 -0.2466
H -4.8351 -0.2310 0.2713
H -1.5851 1.4914 2.0046
```

## Properties
Energy relative to the best compared isomer or geometry (same formula, charge and spin), kJ/mol: 2284.5
HOMO level, eV: -7.509
Frontier orbital gap, eV: 8.03
SMILES string: CCOc1ncccc1C(=O)OCC(=O)c1cc(C)n(Cc2ccco2)c1C


(5)
Computed, not measured: a molecular structure, C21H22N5O6Re, with ωB97M-V/def2-TZVPD.

```
55
Properties=species:S:1:pos:R:3
O 0.1137 0.4569 2.9512
C 1.6736 -1.6121 1.4945
H 4.7551 0.7924 -2.6037
O 1.2017 -0.1648 4.7969
H -5.6002 -0.5581 -1.5722
H -5.2159 2.0548 -1.8044
H 2.5916 0.5354 -3.7468
C 1.1370 -0.3461 3.6415
C 2.0032 -1.1976 2.7796
O 5.6667 -2.2379 4.2581
N 2.2744 -2.6816 -0.6219
H -1.3705 1.2304 -1.3599
C 2.6176 0.7252 -2.6844
H -1.7470 -1.1487 -0.7426
C -4.9715 1.5278 0.5837
C -0.4285 3.2184 1.7034
H 0.4838 0.7237 -2.4657
H -2.1914 1.0001 -2.8946
N -3.4387 1.0873 -1.2591
C 1.4972 1.0718 -0.5828
H -4.1306 1.6557 -3.1180
C 3.8472 -2.6771 1.2702
C 3.9042 1.1251 -0.6659
C 3.8395 0.8709 -2.0338
C 1.4408 0.8339 -1.9692
H -2.8595 -1.3566 -2.0946
C 3.2409 -1.5431 3.3309
N -0.2685 4.3515 1.7946
O 3.0458 -3.3743 -1.2232
H -6.2744 0.2384 -2.9894
H -4.7895 -0.6855 -3.1337
H 4.5683 -3.2382 0.6903
H -3.0978 1.1260 1.8529
Re -0.7449 1.2631 1.5661
H -1.1459 -1.1507 -2.3930
N 5.4544 -2.6150 3.1349
C -1.9697 -0.8317 -1.7582
H 2.7723 1.4279 1.1297
C 0.3471 1.1592 0.2145
C 4.1274 -2.2718 2.5624
C -5.3462 -0.0169 -2.4821
C -4.5782 1.2684 -2.2037
C 2.6070 -2.3287 0.7670
H 4.8619 1.2569 -0.1835
O 1.2691 -2.1651 -1.0779
C -2.1612 0.6702 -1.8582
N -2.5988 1.1329 0.9539
H -5.7304 0.8591 0.1844
H 0.7111 -1.4252 1.0419
C -3.6181 1.2103 0.0166
O 6.1989 -3.2260 2.4116
H -4.9823 1.4514 1.6686
H -5.2478 2.5511 0.3219
C 2.7405 1.2181 0.0677
H 3.5157 -1.2412 4.3334
```

## Properties
HOMO level, eV: -15.886
Frontier orbital gap, eV: 6.75
Charge: +2


(6)
Computed, not measured: C21H22O7 in the gas phase at a distorted geometry, with ωB97M-V/def2-TZVPD.

```
50
Properties=species:S:1:pos:R:3
C -3.9753 -0.7404 1.8201
H -4.7023 -2.9626 6.3208
C -5.8781 -2.5385 4.6327
C 2.7747 -0.9774 -3.1865
H -3.7558 -2.4623 3.9717
O 0.3095 1.2407 -3.0448
C 3.2192 2.4337 -2.2985
O 3.2266 1.1942 -2.8610
C 0.8349 0.5001 -2.2113
H 7.3896 4.1080 -3.6484
H 3.7602 -1.3696 -3.0861
H 5.8527 2.6778 -2.3746
H -6.6941 -3.1141 7.7793
H -7.7529 -3.3573 6.4521
H 1.9189 -1.7209 -3.1221
H 2.7018 -0.6527 -4.2383
C -0.5200 -1.2776 1.0100
C -5.6822 -2.9365 5.9151
C 1.7486 -0.8514 0.2105
H -1.7365 1.2155 -1.8146
C 2.6201 -0.1150 -0.6705
O -1.1732 -0.9488 -1.7995
H 3.6063 3.8750 -4.0488
O -2.0693 0.3497 0.1300
H -6.0153 -1.1056 2.4031
C 2.3959 0.1805 -2.1832
C -1.6158 0.3045 -1.2247
H 4.1149 4.4201 -2.4500
H 5.9237 5.0744 -3.1902
C 6.3095 4.2498 -3.7440
O 2.5369 2.8223 -1.4097
C 4.0472 3.5296 -2.9978
O 3.7520 0.1944 -0.3074
H 6.0904 4.3019 -4.7824
C 0.4163 -0.7529 0.0222
C -6.7238 -3.4885 6.8010
H -6.8764 -2.5605 4.0945
O 5.4120 2.0865 -4.4232
H -0.1676 -1.9690 1.7313
C -0.0989 -0.2285 -1.2446
H 4.6312 1.4503 -4.3588
H -4.3549 -0.0957 0.9876
C -5.0366 -1.3922 2.6598
C -4.7951 -2.1986 3.7160
C -1.8304 -0.7239 0.9294
H 2.0686 -1.1708 1.1740
C 5.4863 3.0494 -3.2954
H -6.5920 -4.5358 6.7916
C -2.7357 -1.1345 1.9192
H -2.3656 -1.8765 2.5443
```

## Properties
Energy relative to the best compared isomer or geometry (same formula, charge and spin), kJ/mol: 671.8
HOMO level, eV: -7.928
Frontier orbital gap, eV: 6.87
SMILES string: C/C=C/C=C/C=C/C1=CC2=CC(=O)[C@](C)(OC(=O)C[C@H](C)O)C(=O)[C@@]23O[C@H]3O1


(7)
Computed, not measured: a molecular structure, C21H23BMoN9O2S4 at a distorted geometry, with ωB97M-V/def2-TZVPD.

```
61
Properties=species:S:1:pos:R:3
C -1.3062 4.4414 2.1693
Mo -0.6760 0.4877 -0.1547
H 3.8431 -2.7652 -2.5817
N 2.9355 -4.5806 -0.8182
H 3.5891 2.4999 2.8255
H -1.6785 5.1751 -1.8454
H 1.0931 -0.8680 -4.8142
H 1.5594 0.8500 -4.7565
S 0.5089 2.4895 -0.6153
C 0.8484 -3.6062 0.0730
H -1.3817 4.7350 3.2061
N 0.5494 0.1028 -1.8710
C 0.7105 -2.2533 -0.1432
C -3.5221 0.8207 -0.9511
N -0.2966 3.6586 1.7160
S -2.2160 0.3249 -1.9571
H 1.5795 -1.6352 -0.3155
S -2.8581 1.0708 0.6176
N -6.4063 2.0161 0.4469
C 3.1003 0.3286 2.8447
C 2.2166 -4.2253 0.2755
C 1.6229 -0.1080 -4.2395
C -5.1894 0.7952 -2.6832
C -5.7302 1.5459 -0.3591
C -4.7973 1.0362 -1.3244
S -0.7227 0.4310 2.1981
H 3.9911 -0.2288 3.0951
B 0.9718 3.3537 2.6316
H 1.7837 -1.9340 3.9061
H -2.5651 -1.8976 0.0412
N 1.9062 -0.2770 2.6189
C 1.6486 -1.7175 2.8498
N -5.4157 0.5675 -3.7898
H -0.2067 -5.4355 0.4766
H 3.8400 -4.9851 -0.6154
H 2.6636 -0.4072 -4.1316
H 3.1356 -4.9116 -2.8365
C 1.0214 0.0103 -2.9120
H 2.3370 -2.3209 2.2675
H -2.9960 5.3834 1.0470
H -2.4462 -4.3271 0.4109
H 1.5411 -4.3587 -2.3337
H 0.6263 -1.9525 2.5729
H -1.8253 3.4110 -1.9346
N -1.5696 4.1719 0.0069
C 2.8957 1.6793 2.7141
N 1.5823 1.8872 2.4397
O 2.5835 -4.3796 1.4205
C -1.5366 -3.7605 0.2598
C 0.9836 0.6939 2.3826
C -0.2923 -4.3703 0.2883
C 2.6067 -4.2348 -2.1731
N -0.5058 -1.6517 -0.1372
H 1.8422 4.1312 2.3370
H -3.1758 4.3862 -1.3174
H 0.6008 3.4358 3.7739
C -0.4718 3.4830 0.3998
C -1.6151 -2.4052 0.0523
O 2.8886 -2.8682 -2.4860
C -2.1085 4.7678 1.0980
C -2.0945 4.2938 -1.3657
```

## Properties
Energy relative to the best compared isomer or geometry (same formula, charge and spin), kJ/mol: 0.0
HOMO level (spin up / spin down), eV: -17.470 / -17.444
Frontier orbital gap (spin up / spin down), eV: 5.44 / 5.36
Charge: +3


(8)
Computed, not measured: a molecular structure, C21H23BN10O4V, with ωB97M-V/def2-TZVPD.

```
60
Properties=species:S:1:pos:R:3
C 1.7296 -1.0063 -4.2417
O -1.2282 -4.1430 -2.8496
O 1.6451 -3.0423 -6.5265
H 2.1805 -2.2409 -6.5378
O 0.2070 -4.1610 -5.2737
C 0.2726 -2.2255 -3.1396
N 0.5632 -1.1818 -2.3727
H 1.1396 5.8684 3.0458
H 0.5240 0.7825 4.3907
C -1.1080 2.8221 -0.1048
V -0.4713 -1.1317 -0.4737
N -1.1993 -0.0526 2.0673
H -1.9999 0.6422 3.8796
C 0.9878 -2.1707 -4.3511
H 0.8867 3.1594 5.6563
C -1.8928 0.7607 -3.0543
N -0.9212 0.7341 -0.7497
H 0.7558 5.7218 4.7598
C -2.9480 -3.1090 1.1897
H -2.1545 -3.8390 1.0308
H 3.0715 -2.1328 -1.4841
N 1.2068 -0.7782 0.4375
C 0.4271 1.7887 4.0105
C -0.7210 -3.1491 -2.5214
H 2.5878 1.2804 2.4690
N -1.4427 -1.1162 1.2503
H -3.4219 -2.9057 0.2292
C 0.3639 3.9596 3.6244
C 2.8647 -2.4176 -0.4508
C 3.2623 -0.4556 1.2089
C 0.8902 -3.2000 -5.4410
C -2.4244 -1.8619 1.8114
H 2.4319 -0.5320 -4.9093
H 1.8121 0.4033 -2.6571
H 2.0845 -3.1798 -0.4464
C 0.4324 5.4466 3.7585
H -1.0000 3.6484 0.5806
N -0.7114 1.6146 0.2869
H -1.0533 0.6561 -3.7440
H -2.6483 1.3638 -3.5526
C -1.4809 1.4259 -1.7853
B -0.1787 1.0416 1.6513
H -0.5441 5.8966 3.5843
N 1.1666 0.2700 1.3124
H -2.0161 3.5507 -1.9878
C 0.6082 2.9887 4.6310
C -2.8058 -1.2553 3.0010
N 1.4456 -0.4527 -3.0494
C 2.3972 0.4820 1.7691
H -3.5586 -1.6003 3.6880
N 0.0362 3.3868 2.4851
H 3.7704 -2.8691 -0.0522
O -1.0373 -2.5605 -1.2339
C 2.4845 -1.2374 0.3767
N 0.0583 2.0328 2.7179
H 4.3150 -0.5623 1.4061
H -3.6924 -3.5548 1.8441
H -2.3245 -0.2250 -2.8742
C -1.6027 2.7433 -1.4085
C -2.0218 -0.1209 3.1189
```

## Properties
Energy relative to the best compared isomer or geometry (same formula, charge and spin), kJ/mol: 0.0
HOMO level (spin up / spin down), eV: -14.502 / -14.503
Frontier orbital gap (spin up / spin down), eV: 5.66 / 6.28
Charge: +2
Multiplicity: 2
Expectation value of S²: 0.762


(9)
Computed, not measured: a molecular structure, C21H23BN9NiOS at a distorted geometry, with ωB97M-V/def2-TZVPD.

```
57
Properties=species:S:1:pos:R:3
C -0.9889 0.7474 -3.9386
C 4.6196 -0.2949 -0.6561
N -2.7565 1.0290 0.3685
C 0.1324 -1.3514 -2.6196
H -0.1335 2.8122 0.5841
C 3.8451 -0.1317 3.4500
N -1.4360 1.1593 0.4591
O -1.3034 2.0522 -5.8825
H 5.0510 -0.9398 1.3287
H -4.4716 -2.8267 0.2088
H -4.2822 -0.2615 1.3163
C -0.9623 0.6509 -2.5529
H 0.5879 -2.1582 -2.0605
H -2.4400 4.2631 0.4424
H 1.4690 -0.2825 6.5555
C -1.1471 2.4645 0.4933
H 0.2976 0.5573 5.5105
C 0.1499 -1.3548 -4.0049
S 0.0598 -0.5244 2.7099
C -1.4879 1.9541 -4.6914
H 0.3731 -1.2104 5.5061
H -1.3794 1.4261 -1.9306
C -1.2442 -3.0362 0.4331
H 5.6026 -0.5330 -1.0327
N 1.9466 -0.2549 4.5410
H -2.5919 -4.7911 0.3861
C -2.4445 -3.7314 0.3626
H 4.8713 -0.0273 3.1741
C 3.0310 -0.2041 1.1409
H 3.8478 0.4897 -2.5058
H -0.3971 -0.2069 -5.7550
N -0.4046 -0.3670 -1.9034
C 3.6430 0.2501 -1.4764
H 3.7689 -0.0323 5.6398
C 0.9687 -0.3000 5.5907
C -0.4150 -0.2866 -4.6777
H -4.3011 -0.2052 -0.6594
H 0.6348 -2.1566 -4.5367
C 2.3848 0.4569 -0.9471
N -2.0755 2.9247 -3.9598
H -2.3070 2.8424 -2.9865
Ni -0.0527 -0.3110 0.3166
H -0.2469 -3.4272 0.5302
C 4.3129 -0.5139 0.6693
C -2.3245 3.1990 0.4224
C 3.2999 -0.1293 4.6818
H -4.3829 2.3564 0.2980
N 2.8158 -0.2547 2.5221
N 2.0471 0.1940 0.3217
B -3.6197 -0.2477 0.3214
C -3.4063 -2.7441 0.2667
C -3.3204 2.2416 0.3535
N -2.8038 -1.5504 0.2843
H 1.5992 0.8725 -1.5610
N -1.4910 -1.7238 0.3776
C 1.6379 -0.3218 3.2232
H -2.3805 3.7498 -4.4527
```

## Properties
HOMO level (spin up / spin down), eV: -10.828 / -10.832
Frontier orbital gap (spin up / spin down), eV: 7.57 / 7.49
Charge: +1
Multiplicity: 3
Expectation value of S²: 2.006